1.
Entry from OMol25: a structure of composition C6H11BaO2 (ωB97M-V/def2-TZVPD).

Computed properties:
DFT total energy: -410.72692 hartree
Charge: +1
Kohn-Sham gap: 4.06 eV
HOMO: -9.34 eV
Multiplicity: 1

```
20
Properties=species:S:1:pos:R:3:lowdin_charge:R:1
Ba 1.24942 -3.01336 -0.78950 2.035
O 1.45693 -0.87475 -1.56084 -0.311
O 2.61032 1.00762 -1.87015 0.186
C -0.30082 -0.33005 0.75047 -0.357
C 0.64626 0.81993 0.79706 -0.121
C 2.13257 0.31511 -1.05245 -0.476
C 2.06146 0.50603 0.40392 -0.189
C -2.43206 0.35451 -0.42923 -0.094
C -1.75966 0.09682 0.90573 -0.247
H -2.18269 -0.39654 -1.16211 0.058
H 0.29624 1.63074 0.17195 0.093
H -0.04964 -1.04416 1.53761 0.097
H -0.29206 -0.91322 -0.24025 0.015
H 1.00888 -1.31736 -0.82648 -0.296
H 2.74921 1.31815 0.55979 0.126
H -1.74509 1.02656 1.44455 0.109
H -3.49705 0.46544 -0.32423 0.075
H -2.30890 -0.61589 1.49826 0.103
H 2.42750 -0.32547 1.01343 0.115
H -2.07081 1.28989 -0.82753 0.076
```



2.
Entry from OMol25: the molecule C4HN5O (ωB97M-V/def2-TZVPD).

Computed properties:
Energy relative to the best compared isomer or geometry (same formula, charge and spin): 0.4255 eV
DFT total energy: -501.88803 hartree
Kohn-Sham gap: 6.87 eV
HOMO: -11.00 eV
Multiplicity: 1

```
11
Properties=species:S:1:pos:R:3:nbo_charge:R:1
O 2.16662 1.61065 0.40905 -0.361
N 0.20393 1.86004 1.42731 -0.198
N -1.52169 0.26614 1.14531 -0.201
N -0.96931 1.36746 1.72303 0.067
N 0.95146 -0.70709 -1.09993 -0.337
N -1.22571 -1.38421 -0.66589 -0.441
C -0.86953 -0.33665 0.14165 0.347
C -0.12538 -1.58781 -1.34062 0.289
C 0.98710 1.26304 0.50485 0.528
C 0.46402 0.07825 -0.20685 0.088
H -0.06152 -2.42981 -2.03793 0.218
```



3.
Entry from OMol25: a structure of composition C7H8BrF12NO13S4V (ωB97M-V/def2-TZVPD).

Computed properties:
DFT total energy: -7613.82415 hartree
Charge: -2
Kohn-Sham gap (spin up / spin down): 5.36 / 6.77 eV
HOMO (spin up / spin down): -2.03 / -3.45 eV
Expectation value of S²: 3.754
Multiplicity: 4

```
47
Properties=species:S:1:pos:R:3:lowdin_spin:R:1
Br 2.52607 0.87686 -1.77491 0.036
V 1.04332 -0.14404 -0.03415 2.780
S 0.52042 2.95875 1.43673 0.006
S -1.10761 -0.97102 2.67736 0.005
S -0.03700 -2.75156 -2.27091 0.006
S 3.41097 -1.84493 2.09348 0.005
F -3.02996 -1.02238 0.68316 0.000
F 0.56510 -4.67825 -0.50735 0.000
F 4.36576 -4.30966 1.64778 0.000
F -3.10738 -2.64917 2.15208 0.000
F 5.38113 -2.77061 0.45949 0.000
F -1.27451 -3.64781 -0.12881 0.000
F 1.67401 4.13821 -0.60173 0.001
F 3.08249 3.85752 1.01241 0.000
F 1.59648 5.41080 1.18382 0.000
F 3.40270 -3.47546 -0.06412 0.000
F -1.10472 -5.13779 -1.76505 0.001
F -3.89057 -0.65702 2.62690 0.000
O -0.77568 -2.14084 3.46539 0.002
O 1.13082 1.65502 1.13094 0.024
O 2.76175 -2.59653 3.16088 0.001
O -0.81254 0.79483 -0.94073 0.015
O -1.28622 -2.36795 -2.95246 0.000
O 0.40445 -1.66621 -1.38877 0.028
O -0.36292 -0.78515 1.43762 0.024
O 0.99971 -3.33598 -3.10743 0.002
O 2.52056 -1.07991 1.22632 0.027
O 4.56837 -1.10400 2.53630 0.001
O 0.44213 3.27293 2.84196 0.000
O -1.19489 0.23403 3.49305 0.002
O -0.66207 3.19110 0.59523 0.001
N -1.79732 2.80267 -1.31250 0.002
C 4.20639 -3.17226 0.95383 0.001
C 1.82921 4.16968 0.73320 0.001
C -0.51627 -4.16504 -1.08525 0.001
C -2.92708 0.62760 -1.99354 0.003
C -1.77139 1.28541 -1.36773 0.017
C -1.07631 3.60757 -2.40315 0.001
C -2.94600 -1.34971 1.99275 0.000
H -1.77307 3.49422 -3.22969 0.000
H -3.80568 0.89309 -1.39342 0.001
H -2.76001 3.10394 -1.16123 0.000
H -0.11357 3.15331 -2.62281 0.000
H -1.01163 4.58754 -1.94299 0.000
H -2.76941 -0.44064 -2.13130 0.000
H -3.14567 1.08424 -2.96537 0.001
H -1.37237 3.06460 -0.39529 0.000
```



4.
Entry from OMol25: the molecule C26H32FN5O5 (ωB97M-V/def2-TZVPD).

Computed properties:
DFT total energy: -1759.87126 hartree
Kohn-Sham gap: 8.31 eV
HOMO: -7.64 eV
Multiplicity: 1

```
69
Properties=species:S:1:pos:R:3:nbo_charge:R:1
F 5.11827 -0.73123 2.77275 -0.335
O -3.97847 -4.23056 -0.37078 -0.482
O -1.27657 1.17005 1.54328 -0.643
O -1.46207 -3.71439 -0.10189 -0.484
O -5.65108 2.37858 1.56110 -0.632
O -3.07356 2.10659 -1.25568 -0.647
N -1.25274 3.42736 -1.11142 -0.611
N -5.13617 0.23549 1.08473 -0.603
N -3.45688 1.77117 1.56545 -0.468
N 1.32300 -0.15721 -0.70987 -0.457
N 3.81092 -1.10313 0.31623 -0.429
C -3.69195 -2.98743 0.07355 0.396
C 2.40542 -0.48134 -1.61861 -0.239
C -0.07839 -3.47026 0.01163 -0.264
C -2.86938 -0.48283 0.97932 -0.255
C 5.02837 -0.45474 0.39346 0.095
C 2.71801 -0.73441 1.19679 -0.205
C -4.62966 -2.01384 0.36502 -0.391
C 0.68227 2.03407 -1.82992 -0.429
C 6.92460 0.31418 1.73592 -0.261
C -0.54387 2.85451 -2.23413 -0.224
C -3.12441 3.87989 0.36332 -0.507
C 7.58879 0.74926 0.60176 -0.236
C 3.29084 -1.54567 -0.95756 -0.215
C -1.91744 -1.46921 0.69267 -0.186
C 6.98710 0.56983 -0.63013 -0.224
C -2.44137 0.84607 1.38121 0.701
C -4.80740 1.52546 1.40150 0.807
C -2.30578 -2.70573 0.23313 0.213
C 5.68764 -0.28052 1.62156 0.354
C -2.48895 3.03854 -0.73809 0.686
C -4.22350 -0.75461 0.80724 0.295
C 1.85306 0.34854 0.54362 -0.257
C -3.06244 3.16044 1.71977 -0.215
C -5.32512 -4.58561 -0.57273 -0.255
C 0.27087 0.65764 -1.28295 -0.225
C 5.73809 -0.01242 -0.73157 -0.209
H 7.36194 0.41135 2.71744 0.228
H 0.21225 -3.33097 1.05828 0.174
H 1.01697 0.60685 1.19474 0.241
H -5.68379 -2.20458 0.24189 0.219
H -0.77420 4.13630 -0.57926 0.393
H -2.64706 4.85590 0.44587 0.212
H 1.98145 -0.87601 -2.54548 0.203
H 7.48909 0.89620 -1.52902 0.212
H 2.67688 -2.43073 -0.75817 0.199
H 0.40749 -4.36192 -0.38182 0.198
H -2.04475 3.15776 2.11470 0.238
H 1.32074 1.91301 -2.70729 0.203
H -5.80030 -3.94797 -1.32491 0.179
H 2.11277 -1.62893 1.37111 0.190
H -0.47555 0.80759 -0.50381 0.232
H -6.11988 0.06326 0.92761 0.418
H -0.23798 3.67236 -2.89696 0.194
H -4.17514 4.01245 0.09865 0.251
H -3.74417 3.63881 2.42524 0.234
H -0.88087 -1.21128 0.82901 0.242
H -5.89739 -4.53956 0.35942 0.177
H 2.47893 1.24795 0.39780 0.161
H -0.19147 0.08040 -2.09022 0.192
H 8.55975 1.21097 0.68286 0.215
H 5.30158 -0.11602 -1.71193 0.202
H 3.08933 -0.37411 2.15168 0.226
H 3.02104 0.40227 -1.86186 0.166
H -1.26006 2.21978 -2.76108 0.231
H 0.22456 -2.59188 -0.56722 0.196
H 4.10921 -1.84001 -1.61461 0.210
H -5.30598 -5.61298 -0.93213 0.206
H 1.24453 2.58125 -1.07028 0.198
```



5.
Entry from OMol25: the ion C3H7BrN3 with charge +1 (ωB97M-V/def2-TZVPD).

Computed properties:
Energy relative to the best compared isomer or geometry (same formula, charge and spin): 3.1332 eV
DFT total energy: -2856.41279 hartree
Charge: +1
Kohn-Sham gap: 10.35 eV
HOMO: -13.64 eV
Multiplicity: 1

```
14
Properties=species:S:1:pos:R:3:nbo_charge:R:1
Br -3.40417 -0.07137 0.04498 0.115
N -0.46058 -1.28971 0.07238 -0.788
N 0.59661 0.76902 -0.53169 -0.239
N 1.62489 -0.29481 -0.42156 -0.495
C -1.79305 0.81549 -0.32577 -0.242
C -0.62008 0.18143 -0.24921 0.206
C 1.48488 0.84709 0.57735 -0.051
H 1.36782 0.57695 1.61216 0.228
H 2.19892 -0.33369 -1.27278 0.428
H -2.07575 1.80855 -0.36867 0.262
H 2.10160 1.71901 0.39399 0.237
H -1.05134 -1.91008 -0.48022 0.448
H -0.70778 -1.45995 1.06506 0.437
H 0.73803 -1.35794 -0.11603 0.456
```



6.
Entry from OMol25: a structure of composition C15H26N2OPdSe2 (ωB97M-V/def2-TZVPD).

Computed properties:
DFT total energy: -5701.01609 hartree
Charge: +4
Kohn-Sham gap (spin up / spin down): 8.50 / 4.87 eV
HOMO (spin up / spin down): -19.98 / -19.97 eV
Expectation value of S²: 6.011
Multiplicity: 5

```
47
Properties=species:S:1:pos:R:3:lowdin_spin:R:1
Pd 0.52372 -0.03235 -0.72636 1.445
Se -2.83543 -0.02290 7.31978 0.792
Se -0.24756 -1.41234 4.40278 0.789
O 2.31054 -1.09477 -1.24898 0.133
N -0.76528 -0.66436 -2.24422 0.196
N 1.14212 1.90924 -1.17098 0.090
C 0.99101 5.37815 -1.52262 0.000
C 2.04108 4.28079 -1.76276 0.001
C 1.37812 -3.20532 -2.05240 0.002
C 1.54738 2.95440 -1.42502 0.013
C -1.45311 0.18167 -3.02814 0.022
C -2.28025 -1.77629 6.64571 0.071
C 1.64056 -1.37499 4.79123 0.075
C -0.81934 -1.91798 6.22158 0.073
C -4.34653 -0.55961 8.38427 0.077
C -2.26423 -0.29536 -4.03512 0.010
C 2.25902 -2.02681 -2.39846 0.006
C -1.62829 -2.52557 -3.40727 0.010
C -2.34807 -1.66882 -4.22974 -0.005
C -0.83257 -1.99691 -2.40782 0.021
C 0.00529 -2.83389 -1.47894 0.030
H 1.87288 -2.18512 5.48299 0.009
H 3.08359 -0.52194 -1.36283 0.002
H 1.45689 6.33892 -1.72781 0.000
H -4.85778 0.35559 8.67757 0.000
H -0.58224 -2.99001 6.21338 0.022
H 1.89075 -3.88285 -1.37004 0.000
H 2.94417 4.44477 -1.16888 0.000
H -4.98759 -1.21366 7.79176 0.014
H 1.90147 -1.47251 -3.26656 0.001
H 1.22418 -3.75859 -2.98247 0.001
H -2.43824 -2.45733 7.48677 0.008
H -2.97322 -2.07040 -5.01699 0.000
H 0.64641 5.38005 -0.49068 0.000
H 0.11998 -2.30271 -0.50782 0.008
H -0.53257 -3.74571 -1.21829 0.003
H 3.28413 -2.34664 -2.57613 0.004
H -1.33225 1.24039 -2.84096 0.004
H 2.34830 4.24010 -2.81163 0.000
H -1.68684 -3.59880 -3.53482 0.002
H 0.14060 5.26251 -2.19094 0.000
H 1.85691 -0.40684 5.25141 0.023
H -0.11130 -1.44621 6.90478 0.008
H -3.95434 -1.08483 9.26020 0.022
H -2.81182 0.39918 -4.65654 0.001
H -2.99813 -2.06555 5.87398 0.016
H 2.18182 -1.48914 3.85610 0.001
```



Number 1: maximum force 6.86 eV Å⁻¹. Number 2: maximum force 4.80 eV Å⁻¹. Number 3: maximum force 3.62 eV Å⁻¹. Number 4: maximum force 0.88 eV Å⁻¹. Number 5: maximum force 3.20 eV Å⁻¹. Number 6: maximum force 0.66 eV Å⁻¹.